No. 1
72
Properties=species:S:1:pos:R:3:forces:R:3:lowdin_charge:R:1 method="wB97M-V/def2-TZVPD" gap_ev=7.37 multiplicity=1 energy_ev=-57343.713 charge=+1
Al -1.72693 1.44472 0.57380 1.088 -0.133 -1.329 0.2453
C 4.69849 -1.85038 -0.45352 -0.358 0.032 -0.561 -0.0485
O 3.69469 -0.87472 -0.09922 0.180 0.178 0.124 -0.1070
C 3.88413 0.42553 -0.49508 -0.610 0.107 -0.313 -0.1950
C 4.98328 0.85764 -1.26821 -0.044 0.268 0.462 -0.0118
C 5.06489 2.19481 -1.71194 -0.824 -0.787 -0.185 -0.0533
C 3.94314 3.02789 -1.57508 1.039 -0.393 0.561 -0.0707
C 2.84525 2.58382 -0.82858 -0.022 0.529 -0.083 -0.0121
C 2.79366 1.33880 -0.20685 2.599 0.133 -2.056 -0.1840
N 1.66534 0.98236 0.51811 -1.456 -1.451 -0.299 0.1690
C 0.68669 0.15221 0.07981 0.029 -0.212 -1.256 -0.2887
N 0.75264 -0.32078 -1.20925 1.184 0.908 2.013 0.2045
C -0.31480 -0.57148 -2.08614 -0.055 -0.825 -0.836 -0.0937
C -1.39762 0.30163 -2.23678 0.031 -1.038 -1.371 -0.1192
C -2.49381 -0.22084 -2.97665 0.402 0.488 -0.535 -0.0174
C -2.33887 -1.35550 -3.74577 -0.263 -0.564 0.972 -0.0490
C -1.14548 -2.11004 -3.73571 -0.746 -0.540 -1.367 -0.0143
C -0.11064 -1.72594 -2.95404 -0.383 2.389 1.967 -0.2220
O 1.13798 -2.21677 -2.86689 -0.240 0.103 0.343 -0.0857
C 1.42285 -3.37269 -3.59070 0.466 -1.530 -0.594 -0.0789
N -0.38508 -0.00108 0.89597 0.060 0.752 -0.371 0.0386
C -0.82371 -1.30359 1.28952 0.459 -1.816 -0.621 -0.1781
C -1.94276 -1.92833 0.67607 0.510 0.194 1.157 -0.0126
C -2.37763 -3.17478 1.11780 0.059 -0.390 -0.266 -0.0777
C -1.68295 -3.88632 2.10182 -1.331 -0.289 -0.216 -0.0801
C -0.55609 -3.33932 2.66170 1.443 0.244 -0.024 -0.0313
C -0.03506 -2.11934 2.17286 -0.547 -0.053 -0.057 -0.2006
O 1.23948 -1.72098 2.49018 0.030 -0.581 0.718 -0.0926
C 2.07207 -2.68605 3.23308 -0.051 0.611 -0.785 -0.0410
H 4.39336 -2.83792 -0.04736 0.009 0.869 -0.147 0.1014
H 5.66388 -1.55447 -0.02943 -0.095 -0.153 -0.173 0.0957
H 4.74435 -1.92458 -1.56900 0.177 0.023 0.845 0.1059
H 5.81446 0.17888 -1.51579 -0.606 0.346 0.306 0.1130
H 5.97286 2.47963 -2.26121 -0.599 0.121 0.287 0.1178
H 4.00473 4.04385 -1.94892 -0.295 -0.143 -0.045 0.1069
H 1.98302 3.25601 -0.74235 0.292 -0.320 0.119 0.1184
H 1.58938 1.21482 1.48534 0.137 -0.126 0.588 0.1574
H 1.68608 -0.46055 -1.58291 -0.087 0.138 0.008 0.1492
H -3.43461 0.31838 -3.00229 0.147 0.114 -0.071 0.1200
H -3.20793 -1.76348 -4.25937 0.291 0.217 -0.140 0.1160
H -1.06528 -2.97122 -4.40412 -0.016 0.268 0.285 0.1186
H 2.51471 -3.53193 -3.44448 -0.866 -0.142 -0.216 0.1027
H 1.20669 -3.25130 -4.67307 0.188 0.019 0.540 0.1031
H 0.83519 -4.26412 -3.22083 0.618 0.888 -0.239 0.1199
H -2.46767 -1.40863 -0.11533 -0.004 -0.035 0.074 0.0995
H -3.23203 -3.65845 0.64708 0.127 0.270 0.052 0.1097
H -2.08958 -4.87899 2.39732 0.571 0.886 -0.071 0.1249
H 0.06194 -3.89215 3.38951 -0.692 0.229 -0.543 0.1062
H 3.00456 -2.16533 3.42330 -0.030 0.201 -0.023 0.0874
H 2.31871 -3.57131 2.61904 -0.459 0.352 0.177 0.1062
H 1.64645 -2.98388 4.19275 -0.133 0.133 -0.172 0.0868
N -1.86223 3.45517 0.49311 0.405 0.897 1.186 0.0385
C -2.77027 4.08401 1.50936 0.066 -0.091 0.188 -0.1790
C -2.44167 3.70845 2.96607 -0.125 0.374 -0.127 -0.1681
C -2.72044 2.26222 3.38960 -0.028 -0.083 0.081 -0.1805
N -1.86944 1.28454 2.63042 -0.522 0.273 0.265 0.0518
H -0.93668 3.95075 0.44877 -1.082 -0.617 0.245 0.1531
H -2.26622 3.64243 -0.43060 0.234 -0.463 -0.165 0.0833
H -3.78880 3.77285 1.26535 0.064 -0.174 -0.041 0.1234
H -2.77508 5.17027 1.37504 0.181 -0.122 0.165 0.1281
H -3.05481 4.36301 3.60520 0.185 -0.209 -0.143 0.1266
H -1.39511 3.98612 3.18481 -0.245 -0.210 -0.015 0.1219
H -3.76405 1.95045 3.22747 0.261 0.385 -0.194 0.1345
H -2.56939 2.17591 4.47868 0.163 -0.099 -0.421 0.1266
H -2.31051 0.35173 2.69680 0.475 0.382 0.125 0.1255
H -0.92554 1.19965 3.03935 -0.662 -0.017 -0.310 0.1303
O -1.55517 2.75132 -1.97853 0.576 -0.860 -1.878 0.0015
C -1.41821 1.61077 -1.56249 0.162 0.355 3.440 -0.2709
O -5.45673 0.93766 -0.27037 2.477 0.665 0.203 0.1057
N -4.30059 1.36289 -0.34984 -2.315 1.635 -2.805 -0.4109
O -3.96048 2.34347 -1.10527 -1.117 -2.215 2.395 0.0161
O -3.35504 0.73255 0.27887 -0.480 -0.290 1.175 -0.0164

***

No. 2
74
Properties=species:S:1:pos:R:3:forces:R:3:lowdin_charge:R:1 method="wB97M-V/def2-TZVPD" gap_ev="3.70 / 3.95" multiplicity=1 de_lowest_kj_mol=393.1 energy_ev=-149345.748 charge=+1
Os 1.27918 -0.84037 -0.44327 1.574 0.371 0.691 1.5694
Cl 7.80242 -2.93547 0.81123 -0.029 0.029 0.005 0.7495
C 6.29687 -2.51129 0.08175 0.030 -0.069 -0.031 -0.5910
C 5.99505 -2.98343 -1.16349 0.043 -0.061 -0.001 -0.1413
C 4.75339 -2.69097 -1.75002 -0.375 -0.087 -0.391 -0.6120
I 4.21765 -3.50296 -3.58924 0.178 0.027 0.115 1.0035
C 3.82737 -1.89828 -1.10677 0.258 0.051 -0.037 -0.4014
O 2.62686 -1.63722 -1.59789 -0.586 -0.157 0.046 -0.2738
C 4.17384 -1.35013 0.14335 0.071 0.078 0.216 -0.1535
N 3.25690 -0.51947 0.71678 -1.443 -0.583 -1.033 0.0309
C 3.46170 -0.08984 1.94153 -0.321 0.400 0.011 -0.0895
C 4.60498 -0.42995 2.67559 0.122 0.057 -0.056 -0.0121
C 5.56936 -1.20802 2.09512 0.009 -0.068 -0.062 0.0166
C 5.37897 -1.69163 0.78384 0.003 0.268 0.201 -0.1510
H 6.70815 -3.60874 -1.68287 -0.045 0.006 -0.024 0.1063
H 2.69942 0.55189 2.36633 -0.001 -0.069 -0.024 0.1178
H 4.71996 -0.06551 3.68681 -0.044 0.050 -0.051 0.1201
H 6.47082 -1.47408 2.63127 -0.025 0.022 0.001 0.1049
C -1.71581 -2.87911 0.92497 0.036 0.103 0.149 -0.0430
C -0.91000 -2.41678 2.14494 0.274 -0.024 -0.204 -0.5884
O -1.57790 -2.60181 3.38704 0.021 -0.043 -0.130 -0.0370
P -0.61267 -0.62704 2.08936 -0.497 0.449 0.430 0.5094
O 0.47583 -0.25383 3.15588 0.137 -0.190 0.106 -0.0901
O -1.93398 0.08008 2.56258 -0.081 -0.033 -0.003 -0.0651
O -0.31037 -0.07411 0.71687 0.311 -0.487 -0.182 -0.4229
P 0.76712 -3.19514 2.06187 0.013 -0.131 -0.154 0.3590
O 1.38406 -2.74166 3.50252 0.179 -0.224 -0.111 -0.1436
O 0.73944 -4.65318 1.93108 -0.098 0.057 0.096 -0.2355
O 1.48412 -2.32052 1.03896 -0.157 0.195 -0.204 -0.4259
H -2.74668 -2.52776 0.98674 0.040 0.045 0.017 0.0978
H -1.70093 -3.96808 0.87180 -0.023 0.011 0.018 0.0951
H -1.25940 -2.48649 0.01418 -0.073 -0.097 -0.078 0.0613
H -1.69534 -3.54719 3.54328 0.005 -0.050 0.022 0.1215
H 0.94417 -1.01966 3.56600 -0.126 0.104 -0.080 0.0719
H -2.25832 -0.21856 3.42958 0.073 0.039 -0.183 0.1221
H 1.67958 -3.52398 3.99301 -0.079 0.189 0.061 0.1112
C -3.18347 2.78034 -2.59555 -0.044 -0.026 0.056 -0.2699
As -2.42468 1.34244 -1.50718 -0.207 0.001 -0.050 1.2159
C -3.14516 -0.17181 -2.51771 0.044 -0.033 0.056 -0.2767
C -3.74128 1.36628 -0.03693 0.160 0.191 -0.031 -0.3167
C -3.65740 2.64430 0.75888 0.010 -0.094 0.058 -0.3146
C -4.80868 3.36613 1.05858 0.013 0.058 0.029 -0.0451
C -4.74751 4.50659 1.85191 0.010 -0.062 -0.046 -0.0753
C -3.53425 4.92626 2.37574 0.007 0.024 0.027 -0.0872
C -2.37501 4.22468 2.06919 0.017 -0.027 -0.054 -0.0785
C -2.43426 3.10597 1.25045 -0.078 -0.025 0.023 -0.0851
H -4.25698 2.62937 -2.71982 0.025 -0.003 0.014 0.0369
H -2.70660 2.77227 -3.57348 -0.005 0.011 -0.015 0.0152
H -3.01475 3.74713 -2.12268 0.017 -0.026 0.025 0.0314
H -4.23325 -0.11211 -2.53499 -0.020 -0.004 -0.015 0.0328
H -2.84381 -1.11206 -2.05434 -0.016 0.013 -0.013 0.0156
H -2.77471 -0.14701 -3.54136 0.032 -0.002 0.015 0.0204
H -3.52307 0.50385 0.59561 -0.054 -0.003 -0.007 0.0567
H -4.73174 1.24508 -0.47642 -0.039 -0.043 0.034 0.0746
H -5.76729 3.02319 0.68521 0.027 0.022 -0.021 0.1121
H -5.65284 5.06177 2.06284 0.017 -0.032 0.035 0.1066
H -3.49039 5.79286 3.02395 0.000 -0.008 -0.064 0.1048
H -1.42274 4.54700 2.47472 -0.035 0.011 -0.048 0.1041
H -1.52614 2.56804 0.99706 -0.008 -0.025 0.098 0.0749
C 0.30033 -1.89219 -3.42075 -0.040 0.092 -0.180 -0.0390
C 0.29432 -0.41660 -3.21237 -0.138 -0.149 -0.060 -0.3351
C -0.09954 0.57455 -4.14044 0.177 -0.317 0.239 -0.0145
C -0.01463 1.79835 -3.50732 0.335 0.150 0.641 -0.0804
C 0.40271 1.55177 -2.18237 -0.071 0.811 -0.599 -0.3792
C 0.80647 2.57273 -1.17989 0.093 -0.198 -0.069 -0.0427
N 0.62543 0.18131 -2.03738 0.447 -0.177 0.406 -0.1359
H -0.68401 -2.22758 -3.75571 0.014 -0.043 0.074 0.0884
H 0.56599 -2.42745 -2.51140 -0.007 -0.121 -0.029 0.0509
H 1.01878 -2.16612 -4.19621 0.015 -0.046 0.064 0.0741
H -0.37654 0.39813 -5.16967 0.015 -0.084 0.058 0.1263
H -0.16707 2.77859 -3.93180 -0.066 -0.038 0.042 0.1213
H 1.54265 3.24772 -1.62301 0.001 -0.026 0.029 0.0966
H 1.23660 2.10383 -0.29636 -0.024 0.023 0.051 0.0576
H -0.05125 3.17266 -0.87972 0.001 0.029 0.082 0.0674